C4H5NO | ωB97M-V/def2-TZVPD

Results
Strongest force on any atom in hartree/bohr: 0.0111
Lowest unoccupied orbital energy (spin up / spin down) in Eh: -0.0413 / -0.0413
Highest occupied orbital energy (spin up / spin down) in hartree: -0.3803 / -0.3803
SMILES string: O=C1C#CCN1.[H][H]

Last column: Löwdin charge in e.
Cartesian coordinates (Å):
O (2.08157, -0.38291, 0.14778)  0.06
C (0.89055, -0.24296, 0.04916)  -0.51
C (-0.02032, 0.94313, 0.05536)  0.03
C (-1.24143, 0.83517, -0.03761)  0.02
C (-1.46035, -0.65039, -0.19517)  -0.17
N (-0.08259, -1.20454, -0.12051)  0.07
H (-2.08437, -1.05457, 0.60681)  0.11
H (-1.92242, -0.88362, -1.15857)  0.12
H (0.16029, -2.18440, -0.17243)  0.15
H (1.82388, 2.64224, 0.70355)  0.08
H (1.85520, 2.18285, 0.12164)  0.05

Forces on atoms 1 to 6 (eV/Å):
O -0.5578 0.0760 -0.0542
C 0.2245 -0.1929 0.0021
C -0.5083 0.0667 -0.0158
C 0.5697 0.0304 0.0431
C -0.0989 -0.2149 -0.0256
N 0.1487 -0.1043 0.0080

---

C32H35N5Sr | ωB97M-V/def2-TZVPD

Results
Net charge: +2
Strongest force on any atom in hartree/bohr: 0.0897
Lowest unoccupied orbital energy in Eh: -0.2108
Highest occupied orbital energy in hartree: -0.4890

Last column: Löwdin charge in e.
Cartesian coordinates (Å):
Sr (-0.26827, 0.11921, 0.03713)  1.41
C (4.17227, 1.64785, 0.56590)  -0.07
C (3.35597, 2.01084, 1.82149)  -0.35
C (3.44628, 0.91389, 2.92120)  -0.06
C (1.90454, 2.41931, 1.44774)  -0.18
C (1.61681, 2.99926, 0.17359)  -0.03
C (0.31973, 3.29772, -0.21528)  -0.09
C (-0.77190, 3.08467, 0.64381)  -0.32
C (-2.12213, 3.47083, 0.05102)  -0.03
C (-0.50627, 2.55597, 1.92727)  -0.07
C (0.82523, 2.16166, 2.29381)  -0.06
H (5.17651, 1.25533, 0.83267)  0.09
H (4.32581, 2.57251, -0.06991)  0.09
H (3.66991, 0.89230, -0.05675)  0.07
H (3.83004, 2.92954, 2.24439)  0.16
H (2.75464, 0.04963, 2.70098)  0.09
H (3.17078, 1.28735, 3.90948)  0.08
H (4.46600, 0.60682, 2.96194)  0.07
H (2.49657, 3.15768, -0.43914)  0.11
H (0.10571, 3.65875, -1.25152)  0.13
H (-2.51502, 2.66895, -0.55558)  0.05
H (-1.99785, 4.33826, -0.62997)  0.10
H (-2.89052, 3.65786, 0.80157)  0.09
H (-1.31920, 2.26722, 2.57998)  0.10
H (0.95423, 1.56859, 3.21109)  0.11
N (-3.02423, 0.41295, 0.84214)  0.03
C (-3.82837, 0.36987, -0.32737)  -0.26
C (-4.88227, 1.27355, -0.46595)  -0.02
C (-5.55738, 1.27894, -1.69263)  -0.04
C (-5.14335, 0.47709, -2.75388)  -0.02
C (-3.96326, -0.25551, -2.69354)  -0.16
C (-3.39991, -0.90542, -3.81653)  0.04
C (-2.25768, -1.68307, -3.65619)  -0.03
C (-1.79334, -1.88943, -2.35643)  -0.13
N (-2.19584, -1.14730, -1.30746)  -0.01
C (-3.32550, -0.38575, -1.43220)  -0.18
H (-2.92256, -0.47633, 1.33312)  0.07
H (-3.41886, 1.09384, 1.53088)  0.12
H (-5.26127, 1.91155, 0.35403)  0.13
H (-6.37521, 1.99053, -1.89442)  0.13
H (-5.70393, 0.45461, -3.66876)  0.12
H (-3.89690, -0.78426, -4.74158)  0.12
H (-1.76665, -2.23541, -4.48312)  0.13
H (-1.01021, -2.62651, -2.15342)  0.11
C (2.01146, 0.94145, -4.04836)  -0.02
C (2.93866, -0.08526, -4.20901)  -0.01
C (2.91817, -1.15562, -3.30036)  0.04
C (2.11954, -1.07216, -2.12963)  -0.23
N (1.30402, 0.01610, -1.96925)  -0.03
C (1.24870, 0.96773, -2.89999)  -0.13
C (2.11276, -2.00397, -1.05410)  -0.23
C (3.23772, -2.86749, -0.84224)  0.02
C (3.29402, -3.66401, 0.26736)  -0.02
C (2.17297, -3.78637, 1.11984)  -0.03
C (1.08266, -2.98586, 0.87439)  -0.11
N (1.07879, -2.10454, -0.18900)  -0.01
H (1.85996, 1.72035, -4.81285)  0.13
H (3.61041, -0.05120, -5.04176)  0.12
H (3.53628, -2.03456, -3.52514)  0.13
H (0.60239, 1.80051, -2.66302)  0.10
H (4.11338, -2.75485, -1.47036)  0.12
H (4.18945, -4.18470, 0.51053)  0.12
H (2.23143, -4.43677, 2.01436)  0.13
H (0.16924, -2.95109, 1.50813)  0.09
C (-0.81076, -3.30098, 4.44816)  -0.08
C (-1.62320, -1.98445, 4.41755)  -0.18
C (-1.16198, -1.11847, 3.34569)  -0.13
N (-0.71044, -0.69691, 2.34278)  0.06
H (-1.10589, -4.01663, 5.21900)  0.09
H (0.30176, -3.17456, 4.49823)  0.09
H (-0.96145, -3.86893, 3.48090)  0.09
H (-1.57008, -1.36886, 5.30262)  0.12
H (-2.66306, -2.24386, 4.28195)  0.13

Forces on atoms 1 to 6 (eV/Å):
Sr -0.3999 0.6361 -0.0803
C 0.4502 0.7089 -0.3842
C -0.2739 0.5140 0.2116
C -1.5385 0.2453 -0.7429
C 0.0612 -0.3436 -0.3519
C 0.5224 -0.5426 1.1010